1.
Below is a molecular structure, C18H27BF4NOPdSbSi, with properties calculated with the ωB97M-V functional and the def2-TZVPD basis.

Geometry as XYZ:
```
55
Properties=species:S:1:pos:R:3
Pd -0.2688 -0.3356 -0.2748
C -1.4651 3.9845 -2.1616
Si -1.1837 2.1479 -1.7140
C -1.6322 1.2223 -3.3013
C -2.4918 1.7403 -0.4207
N 0.3481 1.6906 -1.1739
C 1.4631 2.3632 -0.8435
C 1.7424 3.7167 -1.1647
C 2.9054 4.3673 -0.7776
C 3.8853 3.7137 -0.0472
C 3.6729 2.3709 0.2711
C 2.5194 1.7268 -0.1180
O 2.3365 0.3807 0.1169
C 2.8959 -0.2444 1.1903
C 2.5031 0.0903 2.4814
C 2.9970 -0.6362 3.5503
C 3.8818 -1.6910 3.3383
C 4.2551 -2.0264 2.0448
C 3.7617 -1.3052 0.9629
H -2.5141 4.1357 -2.4372
H -0.8476 4.2920 -3.0106
H -1.2380 4.6464 -1.3225
H -2.6560 1.4395 -3.6232
H -1.5394 0.1474 -3.1291
H -0.9461 1.4952 -4.1084
H -3.5031 1.8920 -0.8178
H -2.3710 2.3448 0.4810
H -2.4033 0.6879 -0.1109
H 0.9994 4.2683 -1.7235
H 3.0355 5.4104 -1.0512
H 4.7917 4.2176 0.2652
H 4.4105 1.8106 0.8350
H 1.7649 0.8652 2.6378
H 2.6438 -0.3926 4.5441
H 4.2541 -2.2664 4.1778
H 4.9228 -2.8631 1.8701
H 4.0184 -1.5620 -0.0573
C -2.0282 -4.0330 0.3672
Sb -0.3110 -2.7162 0.2565
C 1.0071 -4.2180 -0.5730
C 0.3249 -3.0960 2.2675
H -1.7601 -4.9566 0.8845
H -2.3940 -4.2695 -0.6334
H -2.8208 -3.5261 0.9176
H 0.7709 -5.1989 -0.1551
H 2.0278 -3.9463 -0.2994
H 0.9330 -4.2538 -1.6601
H 0.2066 -4.1529 2.5194
H -0.2447 -2.4699 2.9544
H 1.3760 -2.8163 2.3567
F -0.8876 -0.8428 4.9854
B -0.7195 0.3995 4.3278
F -0.6991 0.1954 2.9386
F -1.7756 1.2625 4.6800
F 0.5070 0.9726 4.7515
```

Properties
Max |F| = 0.62 eV/Å
E_HOMO = -0.84 eV
Calculated total energy = -1914.3311 Ha
Total charge = -2

2.
Below is 2 unconnected molecules or ions with the total composition C18H27BrNO7PS2, with properties calculated with the ωB97M-V functional and the def2-TZVPD basis.

Geometry as XYZ:
```
57
Properties=species:S:1:pos:R:3
C 2.8017 -3.2048 -0.5347
C 2.5012 -2.8631 -2.0051
S 2.3022 -1.1195 -2.3874
C 0.5660 -0.7305 -2.0381
C 0.3214 -0.1871 -0.6048
C 0.0762 1.3256 -0.7680
S -0.3056 2.2376 0.7028
O 0.8942 2.3883 1.4678
O -1.1001 3.3743 0.3796
O -1.2801 1.2430 1.4941
C -0.7632 -0.0848 1.5907
N -1.5017 -0.7674 2.6372
C -0.9136 -1.0434 3.6720
O -0.3513 -1.3267 4.6473
C -0.8485 -0.8004 0.2218
C -2.2330 -0.4974 -0.3781
O -2.3803 -1.2076 -1.5939
C -3.6590 -1.5759 -1.9317
C -3.8308 -2.8337 -2.4861
C -5.0994 -3.2496 -2.8429
C -6.1953 -2.4209 -2.6475
C -6.0088 -1.1583 -2.1139
C -4.7378 -0.7286 -1.7588
P -0.6082 -2.6229 0.6529
O -0.3912 -3.2203 -0.8487
Br -2.6874 -3.3643 1.0808
H 2.1366 -3.9923 -0.1746
H 2.6393 -2.3500 0.1169
H 3.8142 -3.5782 -0.4112
H 1.6380 -3.4184 -2.3631
H 3.3336 -3.1984 -2.6209
H 0.3752 0.0668 -2.7555
H -0.1003 -1.5375 -2.2965
H 1.2481 -0.2937 -0.0399
H 0.9453 1.8202 -1.1969
H -0.7610 1.4899 -1.4434
H 0.2933 -0.0037 1.8612
H -2.3647 0.5677 -0.5606
H -2.9972 -0.7739 0.3484
H -2.9638 -3.4619 -2.6265
H -5.2229 -4.2387 -3.2598
H -7.1870 -2.7584 -2.9090
H -6.8531 -0.5020 -1.9607
H -4.6107 0.2633 -1.3479
H -0.1431 -4.1506 -0.7783
C 3.5928 3.4685 2.5415
C 4.8397 4.3221 2.7071
C 4.4893 5.7719 3.0060
O 5.6612 4.2409 1.5410
H 2.9905 3.8265 1.7055
H 3.8628 2.4333 2.3316
H 2.9725 3.4908 3.4380
H 5.4525 3.9242 3.5175
H 3.9134 6.1990 2.1803
H 5.3942 6.3684 3.1238
H 3.8945 5.8565 3.9165
H 5.1488 4.5859 0.8022
```

Properties
Max |F| = 0.71 eV/Å
E_HOMO = -9.01 eV
Calculated total energy = -4995.2769 Ha
Total charge = 0
SMILES string = CCSC[C@H]1CS(=O)(=O)O[C@@H](N=C=O)[C@]1(COc1ccccc1)P(O)Br.CC(C)O

3.
Below is a molecular structure, C18H27ClIrO in a non-equilibrium geometry, with properties calculated with the ωB97M-V functional and the def2-TZVPD basis.

Geometry as XYZ:
```
48
Properties=species:S:1:pos:R:3
C -0.0572 -0.2664 -3.2700
C 1.3589 0.2886 -3.5015
C -0.2861 -1.6884 -3.8089
C -1.1864 0.7307 -3.6061
Cl -0.2044 -0.4414 -1.3966
H -0.3042 -1.8434 -4.8960
H -1.2553 -1.9862 -3.3717
H 0.5232 -2.2895 -3.3595
H 1.6503 0.5649 -4.5246
H 2.0407 -0.4898 -3.1185
H 1.4088 1.1804 -2.8515
H -1.3646 0.9891 -4.6561
H -0.9358 1.6444 -3.0374
H -2.0910 0.2617 -3.1789
C 1.0912 -2.0191 2.7592
C 0.5944 -3.1773 2.0651
C 1.0026 -3.0314 0.6591
H 0.0612 -4.0005 2.5128
C 1.7652 -1.8141 0.5444
C 1.7567 -1.1831 1.8184
H 2.1553 -0.2204 2.0770
H 0.9291 -1.7785 3.8245
H 0.8405 -3.7548 -0.1241
H 2.2477 -1.4369 -0.3579
C -1.7901 -0.2040 2.3654
C -1.8455 -1.5691 2.8617
C -2.3289 -2.4124 1.7754
H -1.5972 -1.8859 3.8673
C -2.6051 -1.5444 0.6393
C -2.3090 -0.2116 1.0243
H -2.4221 0.6938 0.4187
H -1.3929 0.6193 2.9587
H -2.4064 -3.4984 1.8636
H -2.9734 -1.8783 -0.3318
Ir -0.4578 -1.6077 1.3561
C 0.1156 3.8003 0.6464
C 1.6152 3.7855 1.1414
C 1.8503 2.3538 1.5969
O 0.6086 1.6008 1.4793
C -0.3891 2.3825 0.8704
H -0.4450 4.5416 1.2074
H 0.0959 3.9840 -0.4516
H 1.7338 4.4355 1.9958
H 2.3245 4.0226 0.3479
H 2.6066 1.8490 1.0138
H 2.1842 2.2613 2.6405
H -1.2381 2.3782 1.5500
H -0.6752 1.8649 -0.0379
```

Properties
2S+1 = 6
Max |F| = 8.14 eV/Å
E_HOMO (alpha / beta) = -13.25 / -15.73 eV
Calculated total energy = -1340.8459 Ha
Total charge = +2

4.
Below is a molecular structure, C18H27InO2 in a non-equilibrium geometry, with properties calculated with the ωB97M-V functional and the def2-TZVPD basis.

Geometry as XYZ:
```
48
Properties=species:S:1:pos:R:3
In -0.0557 -0.6840 0.7084
C 1.9777 1.1296 1.9025
C 2.2681 0.1957 0.8367
C 2.4670 0.9742 -0.3619
H 2.5497 -0.8505 0.9620
C 2.2608 2.3266 -0.0446
C 1.9576 2.4228 1.3493
H 1.7436 3.3484 1.8816
H 1.8121 0.8480 2.9411
H 2.7417 0.5626 -1.3365
H 2.3118 3.1634 -0.7416
C -2.1352 1.0673 1.4864
C -1.7439 2.3680 1.9006
C -1.5219 3.1537 0.7405
H -1.6778 2.7210 2.9282
C -1.7548 2.3445 -0.3986
C -2.1437 1.0453 0.0439
H -2.4940 0.2401 -0.6046
H -2.4611 0.2597 2.1452
H -1.2687 4.2123 0.7299
H -1.7075 2.6686 -1.4402
O 0.6928 -2.1183 -0.5856
C -0.3096 0.4255 -3.8831
C 0.2728 -0.8290 -3.5052
C 0.4936 1.6691 -3.9019
C -1.7720 0.5314 -4.1152
C 0.8184 -2.0623 -1.9276
H 1.3178 -0.8692 -3.8593
H -0.2906 -1.6834 -3.9289
H 0.3598 -2.9453 -2.4031
H 1.8673 -2.0774 -2.2711
H 0.4567 2.1437 -4.9076
H 1.5499 1.4127 -3.7005
H 0.1515 2.4450 -3.1864
H -1.9903 0.5847 -5.2044
H -2.2578 1.4145 -3.6534
H -2.2472 -0.4049 -3.7567
C -1.4035 -3.1749 3.1718
C -0.2582 -2.2660 3.5933
C 1.0178 -3.0114 3.9223
O 0.0377 -1.1779 2.7076
H -1.0667 -3.9270 2.4424
H -2.2388 -2.6070 2.7463
H -1.7753 -3.7029 4.0638
H -0.5578 -1.7014 4.4847
H 1.2364 -3.7896 3.1756
H 1.8643 -2.3195 3.9455
H 0.9051 -3.4768 4.9088
```

Properties
Max |F| = 2.67 eV/Å
E_HOMO (alpha / beta) = -0.27 / 1.45 eV
Calculated total energy = -1042.4341 Ha
Total charge = -2